Record 1
{"formula": "C4H8N4O2", "method": "ωB97M-V with the def2-TZVPD basis set", "spin_multiplicity": 1, "homo_lumo_gap_ev": [8.6, 8.6], "homo_ev": [-9.163, -9.162], "de_lowest_kj_mol": 653.8, "symbols": ["C", "C", "C", "C", "N", "N", "N", "N", "O", "O", "H", "H", "H", "H", "H", "H", "H", "H"], "coordinates": [[1.060047, 0.063358, -1.425345], [-1.570915, -0.737821, 1.116346], [-0.470967, -1.005988, 2.120744], [-0.265603, 0.048640, 1.112867], [1.107115, -0.390608, -0.272967], [1.831336, -0.443106, -2.400282], [-0.060629, 0.786542, -1.897567], [-0.142171, 1.427427, 1.388806], [-0.851962, 2.139289, 0.651899], [0.587086, 1.820331, 2.274505], [-1.390943, -1.507382, 0.488249], [-2.537892, -0.287179, 1.276305], [-0.421098, -0.576388, 3.184668], [-0.127364, -1.995625, 2.008261], [2.823190, -0.343269, -2.267647], [1.607504, -0.254722, -3.381808], [-0.846366, 0.824630, -1.208219], [-0.330368, 0.431874, -2.768816]], "forces_ev_per_angstrom": [[-5.012, 0.872, -1.099], [1.263, 3.006, 1.538], [0.146, 2.367, 2.595], [1.841, -3.340, -3.439], [-0.465, -0.452, 5.977], [2.182, -0.307, -2.214], [0.092, 0.687, 1.861], [-1.202, 1.581, -0.371], [0.983, -0.222, 0.962], [-0.152, -0.088, -0.339], [-0.770, -2.209, -2.595], [0.031, -0.037, 0.018], [-0.483, -0.878, -1.610], [1.091, -0.661, 0.005], [0.152, -0.329, 0.258], [-0.142, 0.257, 0.868], [1.149, -0.004, -0.974], [-0.702, -0.243, -1.439]]}


Record 2
{"formula": "C4H8N4OS", "method": "ωB97M-V with the def2-TZVPD basis set", "spin_multiplicity": 1, "homo_lumo_gap_ev": [7.7, 7.6], "homo_ev": [-8.475, -8.370], "de_lowest_kj_mol": 372.7, "symbols": ["C", "C", "C", "C", "N", "N", "N", "N", "O", "S", "H", "H", "H", "H", "H", "H", "H", "H"], "coordinates": [[0.320433, -0.869159, -1.463341], [0.821761, -1.089323, -0.054174], [-1.032274, -0.067086, -1.543164], [0.483289, 0.077018, 0.757192], [0.979064, 1.581697, 2.349665], [-0.050315, 1.103157, 2.903501], [-0.949366, 1.008235, -0.654893], [1.337332, 0.965264, 1.256039], [-1.996494, 0.340247, 1.584308], [-0.790073, -0.219112, 2.119818], [1.065286, -0.170437, -1.962294], [0.161414, -1.772637, -2.197538], [0.498713, -2.000341, 0.408925], [1.941345, -0.998046, -0.067109], [-1.069581, 0.325535, -2.600111], [-1.972395, -0.619019, -1.547186], [-1.701635, 0.968608, 0.091609], [1.953496, 1.435400, 0.618752]], "forces_ev_per_angstrom": [[-0.825, -0.225, -3.483], [2.000, 0.644, -0.686], [0.555, -0.308, -1.623], [-5.341, -0.844, -0.982], [-1.405, 0.494, 1.733], [1.332, 0.966, 1.139], [1.417, 0.232, 3.167], [1.555, 0.218, -1.228], [-3.029, -0.064, 0.285], [2.710, 0.345, -0.731], [-0.816, -0.914, 0.438], [0.846, 1.249, 1.730], [-0.113, -0.576, 0.164], [-0.742, -1.069, -0.202], [0.446, -0.080, 0.675], [0.090, -0.756, 0.830], [0.945, 0.198, -1.450], [0.373, 0.489, 0.226]]}


Record 3
{"formula": "C4H8N4OS", "method": "ωB97M-V with the def2-TZVPD basis set", "spin_multiplicity": 3, "homo_lumo_gap_ev": [8.5, 6.0], "homo_ev": [-7.932, -9.457], "de_lowest_kj_mol": 0.0, "symbols": ["C", "C", "C", "C", "N", "N", "N", "N", "O", "S", "H", "H", "H", "H", "H", "H", "H", "H"], "coordinates": [[0.919642, -0.893635, 0.010756], [-0.149773, -0.464962, -1.028249], [2.151395, 0.044110, 0.148662], [-1.335196, 0.184037, -0.447020], [-2.633591, 1.631503, 0.600056], [-3.467690, 0.742532, 0.609487], [2.128840, 1.078568, 1.155948], [-1.418094, 1.356757, 0.031670], [-3.638181, -1.256393, -1.123712], [-2.877861, -0.778882, 0.017774], [0.455822, -1.030213, 0.990310], [1.292866, -1.869071, -0.305116], [0.302911, 0.232101, -1.737889], [-0.490180, -1.345039, -1.578378], [3.014321, -0.587668, 0.380309], [2.349703, 0.524842, -0.811484], [2.017259, 0.689890, 2.085419], [1.377808, 1.741522, 1.001456]], "forces_ev_per_angstrom": [[0.241, 0.095, -0.172], [0.424, -0.055, 0.062], [-0.119, -0.426, 0.023], [-1.640, -1.347, 0.560], [1.633, -0.358, -0.936], [-1.692, 0.071, 0.812], [-0.262, 0.308, 0.207], [0.425, 2.428, 0.418], [-0.106, 0.110, -0.542], [1.104, -0.672, -0.016], [0.037, -0.045, 0.029], [-0.006, -0.044, 0.045], [-0.051, -0.108, -0.116], [0.044, 0.109, -0.112], [-0.032, 0.034, -0.150], [0.046, -0.103, -0.074], [-0.028, 0.042, -0.073], [-0.018, -0.038, 0.034]]}